108
Properties=species:S:1:pos:R:3:forces:R:3 method="wB97M-V/def2-TZVPD" total_energy_ev=-100350.19779 e_above_lowest_kcal_mol=28.9 gap_ev="7.995 / 7.588" largest_force_ev_per_a=0.47 total_charge=0 multiplicity=2
Ru 1.829 0.665 0.173 0.06 -0.01 -0.46
O 3.234 1.946 1.176 0.24 0.04 0.08
N 3.556 1.693 2.384 -0.10 -0.12 0.02
N 2.987 0.663 2.853 0.14 0.00 -0.16
O 2.152 -0.063 2.144 -0.19 0.20 0.19
C 3.166 0.303 4.231 -0.04 0.03 -0.17
C 2.420 -0.758 4.717 0.05 0.01 0.12
C 2.560 -1.106 6.054 -0.03 -0.01 -0.04
C 3.432 -0.408 6.874 0.01 -0.02 0.06
C 4.173 0.648 6.360 0.00 0.04 -0.09
C 4.048 1.016 5.031 0.00 -0.07 0.12
H 1.752 -1.295 4.060 0.00 0.00 -0.02
H 1.983 -1.932 6.447 0.00 0.00 0.01
H 3.538 -0.687 7.914 0.00 0.00 0.00
H 4.858 1.192 6.998 0.00 0.00 0.01
H 4.617 1.835 4.617 0.00 0.00 -0.01
O 5.457 -0.416 0.005 0.02 -0.01 0.02
C 4.442 -0.597 -0.634 -0.05 0.00 -0.03
O 3.274 -0.921 -0.156 0.13 0.01 0.14
C 4.453 -0.541 -2.144 0.07 0.01 0.04
C 5.655 -0.707 -2.819 -0.01 0.00 0.02
C 5.674 -0.798 -4.200 0.01 0.00 0.00
C 4.483 -0.727 -4.910 -0.01 0.00 -0.01
C 3.287 -0.529 -4.241 0.00 0.00 0.01
C 3.262 -0.407 -2.852 -0.07 -0.06 -0.11
P 1.646 -0.161 -2.007 -0.09 0.10 0.10
C 0.945 -1.841 -2.273 -0.04 0.00 -0.05
C 0.056 -2.134 -3.307 0.03 0.00 -0.04
C -0.413 -3.428 -3.496 0.01 0.00 0.01
C 0.015 -4.453 -2.667 0.01 0.02 0.00
C 0.939 -4.181 -1.669 0.01 0.00 0.01
C 1.406 -2.890 -1.476 -0.03 0.01 0.02
C 0.761 0.926 -3.195 0.02 0.05 -0.05
C -0.628 0.940 -3.295 -0.02 -0.03 -0.03
C -1.288 1.887 -4.059 -0.01 -0.02 0.01
C -0.568 2.859 -4.736 0.00 -0.01 0.00
C 0.814 2.866 -4.644 0.01 -0.03 0.02
C 1.470 1.912 -3.882 0.00 0.02 -0.03
H 6.559 -0.783 -2.229 0.00 0.00 0.00
H 6.611 -0.941 -4.723 0.00 0.00 0.00
H 4.484 -0.821 -5.989 0.00 0.00 0.00
H 2.368 -0.460 -4.810 0.00 0.00 0.00
H -0.267 -1.362 -3.991 0.00 0.01 0.00
H -1.112 -3.630 -4.297 0.00 0.00 0.00
H -0.355 -5.460 -2.809 0.00 0.00 0.00
H 1.307 -4.979 -1.037 0.00 0.00 0.00
H 2.154 -2.688 -0.723 0.03 0.01 -0.03
H -1.219 0.203 -2.777 0.01 -0.01 0.02
H -2.370 1.865 -4.115 0.00 0.00 0.00
H -1.080 3.607 -5.326 0.00 0.00 0.00
H 1.390 3.625 -5.158 0.01 0.00 0.00
H 2.549 1.956 -3.817 -0.01 -0.02 -0.01
C 3.633 2.901 -1.468 0.00 0.00 -0.03
O 2.254 3.246 -1.336 0.02 0.02 0.06
C 1.336 2.410 -0.801 0.05 -0.06 0.17
O 0.197 2.812 -0.783 -0.10 -0.11 -0.04
H 4.047 3.639 -2.152 0.00 -0.01 -0.02
H 3.760 1.910 -1.902 0.01 0.03 0.04
H 4.146 2.948 -0.513 0.00 0.02 -0.01
C -1.668 -0.302 -0.303 -0.11 0.06 -0.04
P -0.307 0.144 0.830 -0.15 -0.12 0.13
C -0.859 1.569 1.817 0.09 0.03 0.03
C -0.291 1.767 3.078 -0.04 -0.02 0.01
C -0.615 2.888 3.826 -0.02 0.01 -0.03
C -1.502 3.827 3.318 0.01 -0.01 0.01
C -2.055 3.644 2.059 0.00 0.01 0.00
C -1.727 2.528 1.307 -0.01 -0.01 0.02
C -0.349 -1.246 2.016 0.04 -0.04 -0.05
C -1.181 -1.249 3.132 -0.01 -0.03 0.00
C -1.237 -2.360 3.963 0.00 0.03 -0.01
C -0.470 -3.481 3.682 0.01 0.00 -0.02
C 0.366 -3.483 2.574 -0.01 0.02 0.01
C 0.428 -2.368 1.751 0.05 0.02 0.06
P -3.193 -1.114 0.398 0.06 0.03 0.02
C -4.108 -1.463 -1.157 -0.05 0.00 -0.01
C -5.483 -1.689 -1.038 0.01 0.02 -0.02
C -6.250 -2.017 -2.142 0.01 0.00 0.00
C -5.656 -2.140 -3.394 -0.01 0.00 0.01
C -4.293 -1.939 -3.522 0.01 0.00 0.02
C -3.525 -1.605 -2.411 -0.04 -0.03 -0.01
C -4.139 0.355 0.966 -0.05 0.00 0.00
C -4.387 0.489 2.328 0.00 -0.01 -0.01
C -5.059 1.600 2.823 -0.01 0.00 -0.01
C -5.510 2.578 1.951 0.01 -0.01 0.01
C -5.294 2.441 0.584 0.00 0.00 0.01
C -4.614 1.337 0.097 0.01 -0.01 0.00
H -1.213 -1.047 -0.965 -0.01 0.00 0.02
H -1.925 0.574 -0.901 0.05 0.00 0.01
H 0.395 1.034 3.482 0.01 -0.01 0.00
H -0.169 3.027 4.802 0.00 0.00 0.01
H -1.754 4.705 3.898 0.00 0.00 0.00
H -2.736 4.379 1.651 0.00 0.00 0.00
H -2.134 2.426 0.314 0.00 -0.01 -0.02
H -1.784 -0.382 3.364 -0.01 0.02 0.00
H -1.885 -2.347 4.830 0.00 0.00 0.00
H -0.517 -4.348 4.329 0.00 0.00 0.00
H 0.983 -4.345 2.358 0.00 0.00 0.00
H 1.118 -2.350 0.922 -0.01 0.00 0.02
H -5.959 -1.595 -0.068 0.00 0.00 0.00
H -7.314 -2.180 -2.028 0.00 0.00 0.00
H -6.255 -2.396 -4.258 -0.01 0.00 0.00
H -3.816 -2.040 -4.490 0.00 0.00 0.00
H -2.462 -1.482 -2.545 0.06 0.01 0.00
H -4.054 -0.286 3.008 0.01 0.00 0.00
H -5.234 1.696 3.886 0.00 0.00 0.00
H -6.036 3.444 2.332 0.00 0.00 0.00
H -5.655 3.197 -0.101 0.00 0.00 0.00
H -4.453 1.236 -0.971 0.01 -0.01 0.00